DFT (ωB97M-V/def2-TZVPD) results for a 2-piece molecular cluster, C4H12N2 overall.

- ΔE to the lowest compared entry with this formula, charge and spin (kcal/mol) = 142.7
- E_LUMO (eV) = -0.623
- total energy (eV) = -7316.8395
- charge = 0
- 2S+1 = 1
- HOMO-LUMO gap (eV) = 7.6
- HOMO energy (eV) = -8.20

Each line ends with the Mulliken charge.
Atoms and positions in Å:
C1 2.177 0.128 0.550  -1.40
C2 0.814 -0.409 0.127  0.20
C3 -0.221 0.731 -0.080  -0.89
C4 -1.596 0.070 -0.125  -0.28
N1 -1.981 -0.683 0.968  -0.66
N2 1.014 -1.164 -1.127  -0.66
H1 2.133 0.506 1.573  0.36
H2 2.486 0.932 -0.129  0.27
H3 2.899 -0.697 0.556  0.37
H4 0.401 -1.114 0.868  0.37
H5 -0.140 1.409 0.780  0.39
H6 0.033 1.288 -0.955  0.41
H7 -1.848 -0.204 -1.143  0.23
H8 -2.080 2.149 -0.110  0.10
H9 -2.341 0.711 0.607  0.36
H10 -2.914 -1.054 0.794  0.29
H11 0.726 -0.598 -1.927  0.24
H12 0.438 -2.001 -1.227  0.27